*A*
Here is a 3-piece molecular cluster, C4H12N2O overall from the OMol25 dataset. Energies are from wB97M-V/def2-TZVPD.

Computed properties:
Molar mass ... 104.15 g mol⁻¹
HOMO ... -7.45 eV

```
19
Properties=species:S:1:pos:R:3:mulliken_charge:R:1
C -0.686 0.761 -0.391 -0.44
C 0.199 -0.397 0.127 0.64
C 1.645 -0.313 -0.364 -0.45
C -0.367 -1.767 -0.251 -1.41
N -0.163 2.019 0.148 -0.58
N -2.109 0.645 -0.100 -0.67
O 2.138 0.866 -0.536 -0.35
H 1.518 1.610 -0.290 0.47
H -0.589 0.817 -1.483 0.44
H 0.233 -0.319 1.223 0.27
H -0.683 2.800 -0.240 0.25
H -0.299 2.042 1.156 0.24
H -2.258 0.379 0.868 0.26
H -2.553 -0.049 -0.687 0.29
H 2.603 -1.304 0.531 -0.35
H 2.865 -1.451 1.336 0.27
H -0.502 -1.834 -1.330 0.35
H 0.332 -2.544 0.049 0.38
H -1.324 -1.960 0.234 0.37
```

*B*
Here is a single C4H12N2O molecule from the OMol25 dataset. Energies are from wB97M-V/def2-TZVPD.

Computed properties:
SMILES string ... NCC[C@H](N)CO
Molar mass ... 104.15 g mol⁻¹
HOMO ... -9.32 eV

```
19
Properties=species:S:1:pos:R:3:mulliken_charge:R:1
C -0.836 -0.311 -1.869 -0.75
O -0.177 -0.687 -3.078 -0.49
C 0.195 -0.009 -0.728 0.02
C -0.511 0.662 0.467 -0.64
C 0.169 0.342 1.808 -0.66
N -0.163 -1.034 2.217 -0.58
N 1.400 0.633 -1.177 -0.54
H -1.463 -1.135 -1.542 0.32
H -1.368 0.629 -2.013 0.36
H 0.375 -1.003 -0.291 0.30
H -0.498 1.755 0.354 0.33
H -1.576 0.408 0.525 0.34
H 1.224 0.429 1.541 0.30
H 0.031 1.054 2.626 0.39
H -1.087 -0.973 2.639 0.23
H 0.419 -1.324 2.993 0.23
H 0.334 -1.446 -2.794 0.31
H 1.345 1.647 -1.087 0.28
H 2.187 0.364 -0.592 0.29
```

*C*
Here is a 2-piece molecular cluster, C4H12N2O overall from the OMol25 dataset. Energies are from wB97M-V/def2-TZVPD.

Computed properties:
SMILES string ... C=C(N)CCN.O
Molar mass ... 104.15 g mol⁻¹
HOMO ... -8.50 eV

```
19
Properties=species:S:1:pos:R:3:mulliken_charge:R:1
C 0.714 1.422 0.031 -0.33
C -0.660 0.674 0.397 -0.74
C -1.282 0.045 -0.954 0.37
C -1.065 -1.297 -1.213 -1.08
N -2.253 0.898 -1.409 -0.53
N 0.498 2.092 -1.315 -0.64
H 1.518 0.674 -0.236 0.27
H 1.151 2.051 0.946 0.31
H -0.412 -0.045 1.138 0.44
H -1.472 1.448 0.692 0.19
H -1.450 -1.794 -2.121 0.29
H -0.465 -1.726 -0.496 0.30
H -2.149 1.878 -1.069 0.34
H -3.183 0.455 -1.240 0.25
H 0.171 1.336 -1.800 0.28
H 1.465 2.405 -1.488 0.28
H 3.495 -2.947 3.467 0.32
H 2.454 -3.912 2.939 0.32
O 2.924 -3.657 3.731 -0.63
```

The structure with the greatest stability is *B*.

*A*
Here is a 2-piece molecular cluster, C4H12N2O overall from the OMol25 dataset. Energies are from wB97M-V/def2-TZVPD.

Computed properties:
SMILES string ... [H]/N=C/NCCC.O
Molar mass ... 104.15 g mol⁻¹
HOMO ... -8.89 eV

```
19
Properties=species:S:1:pos:R:3:mulliken_charge:R:1
C 0.812 -2.151 -0.870 -1.35
C 0.709 -1.521 0.496 -0.20
C -0.667 -0.895 0.727 -0.60
N -1.161 0.018 -0.318 -0.14
C -1.322 1.336 -0.034 -0.02
N -1.250 2.332 -0.832 -0.76
H 1.730 -2.715 -1.089 0.36
H 0.977 -1.419 -1.683 0.35
H -0.041 -2.686 -1.285 0.37
H 0.775 -2.354 1.208 0.27
H 1.550 -0.874 0.731 0.27
H -0.583 -0.232 1.587 0.33
H -1.428 -1.668 0.852 0.31
H -1.269 -0.359 -1.238 0.22
H -1.689 1.491 0.993 0.36
H -2.017 2.983 -0.688 0.26
H 2.046 2.374 0.913 0.30
H 0.941 3.187 0.157 0.33
O 1.890 3.152 0.371 -0.66
```

*B*
Here is a 2-piece molecular cluster, C4H12N2O overall from the OMol25 dataset. Energies are from wB97M-V/def2-TZVPD.

Computed properties:
SMILES string ... CNC(C)=O.CN
Molar mass ... 104.15 g mol⁻¹
HOMO ... -8.85 eV

```
19
Properties=species:S:1:pos:R:3:mulliken_charge:R:1
C 1.090 -1.760 -0.161 -1.09
C 1.268 -0.300 0.107 0.68
C 0.572 1.984 -0.057 -1.04
C -2.467 -0.219 0.698 -1.01
H 0.164 -2.126 -0.418 0.36
H 1.252 -2.319 0.776 0.27
H 1.784 -1.990 -0.989 0.27
H -0.661 0.057 -0.035 0.50
H 1.467 2.166 -0.654 0.36
H -0.211 2.462 -0.888 0.27
H 0.804 2.590 0.785 0.34
H -2.594 -1.043 -1.110 0.22
H -2.840 0.500 -1.087 0.22
H -1.952 0.549 1.386 0.29
H -3.642 -0.020 0.865 0.34
H -2.208 -1.392 1.038 0.25
N 0.250 0.497 0.025 0.01
N -2.244 -0.135 -0.672 -0.55
O 2.477 -0.025 0.168 -0.69
```

*C*
Here is C4H12N2O as an isolated structure from the OMol25 dataset. Energies are from wB97M-V/def2-TZVPD.

Computed properties:
Molar mass ... 104.15 g mol⁻¹
HOMO ... -9.26 eV

```
19
Properties=species:S:1:pos:R:3:mulliken_charge:R:1
C 0.308 -0.077 -1.376 -0.65
C -1.153 0.076 -1.048 -0.52
C -1.447 0.983 0.169 -0.62
N -1.511 0.268 1.442 -0.62
N 0.827 -1.242 0.224 -0.57
C 2.041 -0.680 0.618 -0.46
O 1.978 0.611 1.265 -0.53
H 0.536 -0.401 -2.397 0.38
H 0.918 0.726 -1.081 0.44
H -1.660 0.461 -1.941 0.37
H -1.556 -0.917 -0.853 0.38
H -0.635 1.715 0.205 0.29
H -2.366 1.519 -0.058 0.35
H -2.452 -0.023 1.644 0.27
H -0.933 -0.564 1.355 0.29
H 0.729 -1.187 -0.868 0.14
H 2.543 -1.362 1.318 0.34
H 2.774 -0.574 -0.177 0.35
H 1.058 0.671 1.559 0.37
```

*D*
Here is C4H12N2O as an isolated structure from the OMol25 dataset. Energies are from wB97M-V/def2-TZVPD.

Computed properties:
Molar mass ... 104.15 g mol⁻¹
HOMO ... -8.52 eV

```
19
Properties=species:S:1:pos:R:3:mulliken_charge:R:1
C 2.125 0.334 -0.581 -0.64
N 2.456 0.204 0.689 -0.34
O 0.779 -0.787 1.747 -0.88
H 1.526 -1.299 2.077 0.26
H 2.128 0.971 1.270 0.26
H 1.826 1.301 -0.997 0.30
H 0.771 -0.460 -0.638 0.25
H 2.692 -0.287 -1.271 0.38
C -1.663 1.153 0.633 -0.93
N -0.179 -1.230 -0.576 -0.44
C -1.382 -0.691 -1.083 -0.39
C -2.017 0.375 -0.597 -0.10
H 0.131 -1.231 0.721 0.56
H 0.123 -2.055 -1.079 0.29
H -1.677 -1.098 -2.043 0.29
H -2.904 0.696 -1.130 0.33
H -2.560 1.358 1.221 0.36
H -1.221 2.117 0.363 0.23
H -0.953 0.632 1.274 0.22
```

The structure with the greatest stability is *A*.